Record 1
Density functional theory data (wB97M-V/def2-TZVPD) for a molecular structure, C34H39CrN2O4 in a non-equilibrium geometry.

Geometry as ORCA input:
```
! RIJCOSX wB97M-V def2-TZVPD def2/J DEFGRID3
* xyz -1 5
O -0.643 -0.917 -4.438
C -0.502 0.325 -5.244
C -0.195 -0.326 -6.565
H 0.365 0.895 -4.928
H -1.407 0.959 -5.242
C -0.366 -1.604 -5.721
H 0.785 -0.132 -6.977
H -0.944 -0.120 -7.315
C 0.921 -2.431 -5.669
H 1.735 -1.883 -5.163
H 1.247 -2.630 -6.708
H 0.735 -3.388 -5.149
C -1.575 -2.364 -6.243
H -2.478 -1.753 -6.140
H -1.694 -3.332 -5.746
H -1.394 -2.543 -7.313
Cr -0.817 -1.510 0.074
C -2.693 -1.382 1.163
C -2.472 0.023 0.852
C -2.561 0.176 -0.559
H -2.402 0.829 1.589
C -2.672 -1.134 -1.151
C -2.901 -2.073 -0.090
H -3.211 -3.106 -0.190
H -2.793 -1.803 2.178
H -2.697 1.125 -1.072
H -2.740 -1.381 -2.216
C 0.682 -2.974 0.799
C -0.128 -3.497 -0.294
C 0.281 -2.809 -1.495
H -0.833 -4.309 -0.162
C 1.505 -2.098 -1.191
C 1.715 -2.149 0.206
H 2.548 -1.737 0.772
H 0.574 -3.326 1.827
H -0.194 -2.957 -2.467
H 2.210 -1.689 -1.908
O 1.754 1.111 -3.571
C 0.749 0.799 -2.562
C -0.482 1.705 -2.709
H 1.240 1.079 -1.572
H 0.555 -0.301 -2.496
C 0.131 2.968 -3.307
H -0.855 2.002 -1.724
H -1.256 1.098 -3.202
C 1.559 2.574 -3.872
H 0.280 3.641 -2.426
H -0.473 3.387 -4.126
H 2.394 3.239 -3.456
H 1.747 2.688 -4.972
O 0.927 1.613 0.191
C 0.683 1.088 1.288
N 0.846 1.671 2.524
C 0.505 0.823 3.626
C 0.073 -0.417 2.843
O -0.333 -1.465 3.360
N 0.193 -0.190 1.508
C 1.747 0.629 4.499
C 2.548 -0.502 4.359
C 3.648 -0.664 5.209
C 3.948 0.313 6.157
C 3.141 1.444 6.289
C 2.057 1.625 5.437
C -0.641 1.410 4.469
C -0.923 0.812 5.704
C -1.789 1.448 6.588
C -2.467 2.604 6.183
C -2.302 3.107 4.886
C -1.400 2.492 4.004
H 1.182 2.631 2.600
H 2.250 -1.303 3.675
H 4.241 -1.574 5.135
H 4.773 0.163 6.852
H 3.332 2.179 7.067
H 1.389 2.476 5.589
H -0.482 -0.168 5.918
H -1.991 0.980 7.546
H -3.183 3.060 6.867
H -2.941 3.925 4.557
H -1.369 2.824 2.959
*
```

Calculated values
M in g mol⁻¹: 591.69
Energy above the lowest of the compared OMol25 structures with the same formula, charge and spin in eV: 1.064
<S²>: 6.0307
E_HOMO (alpha / beta) in eV: -2.34 / -4.56
Orbital gap (alpha / beta) in Ha: 0.1826 / 0.2641
E_LUMO (alpha / beta) in eV: 2.63 / 2.62

Atom charges from the Löwdin analysis, given in e for atoms 1 to 5: atom 1 (O): -0.08, atom 2 (C): -0.18, atom 3 (C): -0.09, atom 4 (H): 0.08, atom 5 (H): 0.13

=====

Record 2
Density functional theory data (wB97M-V/def2-TZVPD) for 2 unconnected molecules or ions with the total composition C17H20N4O in a non-equilibrium geometry.

Geometry as ORCA input:
```
! RIJCOSX wB97M-V def2-TZVPD def2/J DEFGRID3
* xyz 0 1
C 6.283 -2.716 0.086
O 5.663 -1.585 -0.558
C 4.494 -1.116 -0.033
C 3.895 -0.048 -0.735
C 2.690 0.467 -0.328
C 2.042 0.031 0.855
C 0.808 0.696 1.318
C 0.616 1.025 2.639
C -0.627 1.539 3.121
N -1.655 1.900 3.551
C 1.621 0.800 3.639
N 2.429 0.586 4.458
C 2.662 -1.051 1.548
C 3.850 -1.615 1.120
H 7.187 -2.956 -0.486
H 6.548 -2.447 1.119
H 5.589 -3.567 0.076
H 4.432 0.327 -1.596
H 2.252 1.290 -0.894
H 0.011 0.938 0.603
H 2.197 -1.451 2.455
H 4.295 -2.435 1.696
C -3.338 1.761 -0.116
C -4.653 1.403 -0.750
N -4.469 0.273 -1.719
C -3.480 0.689 -2.768
C -2.167 1.046 -2.129
N -2.220 0.855 -0.620
C -2.619 -0.577 -0.340
C -3.933 -0.917 -0.986
H -3.046 2.785 -0.380
H -3.379 1.650 0.973
H -5.375 1.068 0.006
H -5.048 2.246 -1.330
H -3.360 -0.160 -3.453
H -3.915 1.558 -3.278
H -1.366 0.404 -2.515
H -1.928 2.103 -2.299
H -1.823 -1.219 -0.736
H -2.677 -0.684 0.750
H -4.685 -1.188 -0.235
H -3.801 -1.710 -1.731
*
```

Calculated values
M in g mol⁻¹: 296.37
Energy above the lowest of the compared OMol25 structures with the same formula, charge and spin in eV: 4.326
E_HOMO in eV: -8.28
Orbital gap in Ha: 0.2798
E_LUMO in eV: -0.67
SMILES: COc1ccc(C=C(C#N)C#N)cc1.C1CN2CCN1CC2

Atom charges from the Löwdin analysis, given in e for atoms 1 to 5: atom 1 (C): -0.06, atom 2 (O): -0.09, atom 3 (C): -0.26, atom 4 (C): 0.00, atom 5 (C): -0.03

=====

Record 3
Density functional theory data (wB97M-V/def2-TZVPD) for a gas-phase ion, C5H13N (charge -1) in a non-equilibrium geometry.

Geometry as ORCA input:
```
! RIJCOSX wB97M-V def2-TZVPD def2/J DEFGRID3
* xyz -1 2
C -1.576 -2.387 -0.669
C -1.431 -0.817 -0.607
N -0.101 -0.505 0.052
C 0.025 1.798 1.052
C 0.690 0.828 0.127
C 2.255 0.875 0.315
H -2.200 -2.821 -1.560
H -0.508 -2.746 -0.852
H -2.040 -2.909 0.318
H -2.187 -0.256 -0.027
H -1.333 -0.324 -1.552
H 0.451 -1.093 -0.419
H 0.517 2.755 0.764
H 0.115 1.788 2.086
H -1.074 1.812 0.733
H 0.631 1.161 -0.965
H 2.391 1.911 0.711
H 2.775 0.711 -0.668
H 2.601 0.220 1.160
*
```

Calculated values
M in g mol⁻¹: 87.17
Energy above the lowest of the compared OMol25 structures with the same formula, charge and spin in eV: 2.294
<S²>: 0.7505
E_HOMO (alpha / beta) in eV: 1.49 / -4.54
Orbital gap (alpha / beta) in Ha: 0.0970 / 0.3217
E_LUMO (alpha / beta) in eV: 4.13 / 4.22

Atom charges from the Löwdin analysis, given in e for atoms 1 to 5: atom 1 (C): -0.21, atom 2 (C): -0.37, atom 3 (N): -0.07, atom 4 (C): -0.17, atom 5 (C): -0.52

=====

Record 4
Density functional theory data (wB97M-V/def2-TZVPD) for a molecular structure, C3H5GdO3 in a non-equilibrium geometry.

Geometry as ORCA input:
```
! RIJCOSX wB97M-V def2-TZVPD def2/J DEFGRID3
* xyz 2 8
O -0.206 1.005 -0.250
C 1.287 0.173 -0.015
C -1.150 0.237 0.484
O 2.225 0.915 -0.248
O 0.982 -0.727 0.875
C -0.421 -1.070 0.807
H -2.062 0.044 -0.096
H -1.392 0.793 1.401
H -0.539 -1.787 -0.016
H -0.700 -1.464 1.790
H 1.144 -0.110 -1.771
Gd 0.833 1.991 -2.960
*
```

Calculated values
M in g mol⁻¹: 246.32
Energy above the lowest of the compared OMol25 structures with the same formula, charge and spin in eV: 5.901
<S²>: 15.7818
E_HOMO (alpha / beta) in eV: -18.70 / -18.51
Orbital gap (alpha / beta) in Ha: 0.3250 / 0.2499
E_LUMO (alpha / beta) in eV: -9.86 / -11.71

Atom charges from the Löwdin analysis, given in e for atoms 1 to 5: atom 1 (O): -0.19, atom 2 (C): -0.45, atom 3 (C): -0.16, atom 4 (O): 0.11, atom 5 (O): 0.13

=====

Record 5
Density functional theory data (wB97M-V/def2-TZVPD) for 4 unconnected molecules or ions with the total composition CH12N2O3 in a non-equilibrium geometry.

Geometry as ORCA input:
```
! RIJCOSX wB97M-V def2-TZVPD def2/J DEFGRID3
* xyz 0 1
N -0.615 -0.856 -0.337
C -0.709 -2.265 0.146
N -1.715 -2.506 1.219
H -1.412 -0.624 -0.919
H -0.503 -0.219 0.436
H -1.054 -2.950 -0.640
H 0.288 -2.425 0.542
H -1.336 -2.171 2.097
H -2.618 -2.087 1.056
H 4.954 0.551 -1.764
H 3.554 1.106 -1.409
O 4.487 1.323 -1.395
H 0.386 2.631 -4.262
H -0.130 2.525 -2.764
O 0.621 2.668 -3.336
H -1.446 2.544 4.045
H -1.653 0.984 3.676
O -1.097 1.773 3.611
*
```

Calculated values
M in g mol⁻¹: 100.12
Energy above the lowest of the compared OMol25 structures with the same formula, charge and spin in eV: 1.072
E_HOMO in eV: -8.97
Orbital gap in Ha: 0.3497
E_LUMO in eV: 0.54
SMILES: NCN.O.O.O

Atom charges from the Löwdin analysis, given in e for atoms 1 to 5: atom 1 (N): -0.02, atom 2 (C): -0.33, atom 3 (N): -0.03, atom 4 (H): 0.05, atom 5 (H): 0.05

=====

Record 6
Density functional theory data (wB97M-V/def2-TZVPD) for 3 unconnected molecules or ions with the total composition CH7O2S in a non-equilibrium geometry.

Geometry as ORCA input:
```
! RIJCOSX wB97M-V def2-TZVPD def2/J DEFGRID3
* xyz -1 1
C -0.323 -0.700 2.230
S 0.532 -0.952 0.534
H 0.184 -1.537 3.026
H -1.376 -0.873 2.105
H -0.147 0.407 2.486
H -0.114 2.636 -0.834
H -0.032 1.255 -0.790
O -0.627 1.911 -1.278
H 0.718 -1.439 -2.446
H 0.396 -0.124 -2.155
O 0.788 -0.585 -2.879
*
```

Calculated values
M in g mol⁻¹: 83.13
Energy above the lowest of the compared OMol25 structures with the same formula, charge and spin in eV: 1.159
E_HOMO in eV: -2.86
Orbital gap in Ha: 0.2552
E_LUMO in eV: 4.08

Atom charges from the Löwdin analysis, given in e for atoms 1 to 5: atom 1 (C): -0.66, atom 2 (S): 0.03, atom 3 (H): 0.04, atom 4 (H): -0.06, atom 5 (H): -0.01

=====

Record 7
Density functional theory data (wB97M-V/def2-TZVPD) for 2 unconnected molecules or ions with the total composition C19H25NO3 in a non-equilibrium geometry.

Geometry as ORCA input:
```
! RIJCOSX wB97M-V def2-TZVPD def2/J DEFGRID3
* xyz 0 1
C -5.859 2.250 3.807
C -5.397 0.918 3.789
C -4.039 0.650 3.600
C -3.156 1.708 3.337
C -1.843 1.431 2.695
O -0.985 2.296 2.587
C -3.562 3.035 3.595
C -4.920 3.302 3.783
H -6.931 2.457 3.920
H -6.100 0.091 3.915
H -3.626 -0.365 3.590
H -1.719 0.388 2.329
H -2.829 3.845 3.590
H -5.266 4.332 3.909
C 1.555 0.676 2.667
O 1.565 -0.518 1.885
C 2.301 -0.469 0.752
O 3.125 0.384 0.491
C 1.967 -1.685 -0.091
C 2.840 -2.878 0.288
C 3.483 -3.397 -0.995
C 2.915 -2.571 -2.147
N 2.159 -1.497 -1.513
C 1.312 -0.707 -2.241
C 1.014 0.607 -1.910
C 0.950 1.583 -3.047
C 0.428 0.981 -4.376
C -0.217 -0.392 -4.202
C 0.818 -1.311 -3.561
H 0.837 0.486 3.462
H 2.548 0.882 3.077
H 1.201 1.525 2.077
H 0.895 -1.868 0.118
H 3.586 -2.603 1.036
H 2.150 -3.598 0.724
H 4.570 -3.274 -0.960
H 3.243 -4.454 -1.131
H 3.723 -2.171 -2.779
H 2.290 -3.219 -2.781
H 1.189 1.058 -0.930
H 0.394 2.491 -2.802
H 1.965 1.975 -3.257
H -0.260 1.657 -4.898
H 1.325 0.869 -4.999
H -1.097 -0.325 -3.547
H -0.552 -0.794 -5.166
H 1.650 -1.477 -4.268
H 0.364 -2.304 -3.422
*
```

Calculated values
M in g mol⁻¹: 315.41
Energy above the lowest of the compared OMol25 structures with the same formula, charge and spin in eV: 3.946
E_HOMO in eV: -7.02
Orbital gap in Ha: 0.2517
E_LUMO in eV: -0.17
SMILES: COC(=O)[C@@H]1CCCN1C1=CCCCC1.O=Cc1ccccc1

Atom charges from the Löwdin analysis, given in e for atoms 1 to 5: atom 1 (C): -0.07, atom 2 (C): -0.08, atom 3 (C): -0.04, atom 4 (C): -0.20, atom 5 (C): -0.20

=====

Record 8
Density functional theory data (wB97M-V/def2-TZVPD) for a molecular structure, C9H12N2O4Pb in a non-equilibrium geometry.

Geometry as ORCA input:
```
! RIJCOSX wB97M-V def2-TZVPD def2/J DEFGRID3
* xyz 2 1
O 0.879 -2.973 0.400
C 0.544 -1.843 0.243
Pb 0.042 0.075 0.078
C -1.936 0.101 -0.051
C 0.729 0.669 -1.674
O -3.122 0.162 -0.083
O 1.174 1.082 -2.695
C 1.741 3.112 0.694
N 1.820 2.636 2.092
C 2.624 3.479 2.978
C 1.986 3.512 4.350
C 1.899 2.084 4.852
N 1.140 1.295 3.897
C 0.337 0.178 4.454
C 1.203 1.587 2.617
O 0.567 0.739 1.873
H 1.043 2.525 0.088
H 2.735 3.095 0.221
H 1.354 4.143 0.682
H 3.630 3.032 3.062
H 2.738 4.486 2.577
H 0.983 3.964 4.303
H 2.600 4.105 5.038
H 1.451 2.038 5.841
H 2.916 1.663 4.916
H 0.993 -0.523 4.988
H -0.391 0.591 5.173
H -0.221 -0.371 3.698
*
```

Calculated values
M in g mol⁻¹: 419.40
E_HOMO (alpha / beta) in eV: -15.21 / -15.36
Orbital gap (alpha / beta) in Ha: 0.2114 / 0.2138
E_LUMO (alpha / beta) in eV: -9.46 / -9.54

Atom charges from the Löwdin analysis, given in e for atoms 1 to 5: atom 1 (O): 0.22, atom 2 (C): -0.11, atom 3 (Pb): 1.31, atom 4 (C): -0.10, atom 5 (C): -0.15

=====

Record 9
Density functional theory data (wB97M-V/def2-TZVPD) for a molecular structure, C3H2O3Y in a non-equilibrium geometry.

Geometry as ORCA input:
```
! RIJCOSX wB97M-V def2-TZVPD def2/J DEFGRID3
* xyz 2 2
H 0.004 -0.931 1.364
O 1.740 -0.603 0.242
C 0.399 -0.815 0.317
C -0.353 0.448 -0.138
C -1.742 0.438 -0.246
O 0.295 1.475 -0.524
O -2.889 0.472 -0.208
Y 2.500 1.187 -0.517
H 0.045 -1.672 -0.290
*
```

Calculated values
M in g mol⁻¹: 174.95
Energy above the lowest of the compared OMol25 structures with the same formula, charge and spin in eV: 0.000
<S²>: 0.7550
E_HOMO (alpha / beta) in eV: -17.34 / -19.68
Orbital gap (alpha / beta) in Ha: 0.2448 / 0.3291
E_LUMO (alpha / beta) in eV: -10.68 / -10.72

Atom charges from the Löwdin analysis, given in e for atoms 1 to 5: atom 1 (H): 0.17, atom 2 (O): -0.29, atom 3 (C): -0.23, atom 4 (C): -0.31, atom 5 (C): 0.10

=====

Record 10
Density functional theory data (wB97M-V/def2-TZVPD) for 2 unconnected molecules or ions with the total composition C3H10N2 in a non-equilibrium geometry.

Geometry as ORCA input:
```
! RIJCOSX wB97M-V def2-TZVPD def2/J DEFGRID3
* xyz 0 1
C -1.882 -0.589 0.217
C 1.750 0.382 0.223
C -0.668 0.261 0.056
N 0.398 -1.570 0.874
N 0.443 -0.332 0.394
H -2.665 -0.129 0.839
H -2.264 -1.020 -0.771
H -1.431 -1.567 0.590
H 1.724 1.324 0.654
H 2.662 -0.224 0.642
H 1.863 0.554 -0.914
H -0.377 1.504 -1.630
H -0.683 1.283 0.150
H -0.147 2.046 -2.103
H 1.276 -1.922 0.780
*
```

Calculated values
M in g mol⁻¹: 74.13
Energy above the lowest of the compared OMol25 structures with the same formula, charge and spin in eV: 4.529
E_HOMO in eV: -7.45
Orbital gap in Ha: 0.3083
E_LUMO in eV: 0.94

Atom charges from the Löwdin analysis, given in e for atoms 1 to 5: atom 1 (C): -0.09, atom 2 (C): -0.01, atom 3 (C): -0.24, atom 4 (N): 0.03, atom 5 (N): -0.31

=====

Record 11
Density functional theory data (wB97M-V/def2-TZVPD) for 4 unconnected molecules or ions with the total composition C16H23ClF4NO10.

Geometry as ORCA input:
```
! RIJCOSX wB97M-V def2-TZVPD def2/J DEFGRID3
* xyz 1 1
O -0.512 2.787 -0.697
C 0.452 2.790 -1.387
Cl 0.449 2.638 -3.106
C 1.862 2.866 -0.844
N 1.838 3.211 0.624
C 1.452 4.593 1.108
F 0.134 4.638 1.247
F 2.040 4.706 2.305
C 1.962 5.723 0.196
F 1.280 5.689 -0.953
F 3.251 5.448 -0.070
H 2.531 3.511 -1.407
H 2.257 1.849 -0.776
H 2.773 3.020 0.999
H 1.203 2.526 1.065
H 1.859 6.690 0.693
C -2.063 -1.544 0.462
C -0.672 -1.392 -0.078
C 0.339 -2.416 0.401
O 1.576 -1.657 0.388
C 1.265 -0.381 0.510
O 2.075 0.507 0.693
O -0.041 -0.151 0.391
H -2.421 -2.551 0.244
H -2.084 -1.391 1.542
H -2.747 -0.834 0.001
H -0.668 -1.348 -1.169
H 0.407 -3.268 -0.261
H 0.150 -2.728 1.430
C -4.385 2.947 2.037
C -4.839 1.997 3.113
C -3.892 1.828 4.290
O -4.123 0.475 4.685
C -4.604 -0.209 3.619
O -4.732 -1.388 3.566
O -4.898 0.649 2.612
H -4.176 3.925 2.473
H -3.480 2.567 1.561
H -5.150 3.070 1.273
H -5.841 2.254 3.467
H -4.096 2.489 5.127
H -2.848 1.929 3.979
C 3.436 -6.190 -4.628
C 3.016 -4.906 -3.967
C 3.449 -4.731 -2.520
O 2.375 -3.948 -1.969
C 1.272 -4.171 -2.714
O 0.173 -3.821 -2.404
O 1.576 -4.844 -3.831
H 4.519 -6.299 -4.563
H 2.964 -7.039 -4.133
H 3.153 -6.201 -5.678
H 3.314 -4.038 -4.561
H 4.384 -4.195 -2.392
H 3.487 -5.685 -1.991
*
```

Calculated values
M in g mol⁻¹: 500.80
E_HOMO in eV: -12.78
Orbital gap in Ha: 0.3701
E_LUMO in eV: -2.71

Atom charges from the Löwdin analysis, given in e for atoms 1 to 5: atom 1 (O): 0.10, atom 2 (C): -0.83, atom 3 (Cl): 0.80, atom 4 (C): -0.10, atom 5 (N): 0.18

=====

Record 12
Density functional theory data (wB97M-V/def2-TZVPD) for a single C4H8O3 molecule.

Geometry as ORCA input:
```
! RIJCOSX wB97M-V def2-TZVPD def2/J DEFGRID3
* xyz 0 1
C 2.358 0.007 0.440
O 0.983 0.258 0.718
C 0.098 -0.652 0.305
O 0.370 -1.749 -0.129
C -1.296 -0.064 0.313
C -1.279 1.009 -0.785
O -2.260 -1.057 0.097
H 2.777 -0.679 1.179
H 2.842 0.982 0.506
H 2.471 -0.413 -0.561
H -1.479 0.404 1.288
H -0.556 1.791 -0.532
H -2.266 1.457 -0.906
H -0.976 0.557 -1.738
H -1.786 -1.852 -0.194
*
```

Calculated values
M in g mol⁻¹: 104.10
Energy above the lowest of the compared OMol25 structures with the same formula, charge and spin in eV: 0.802
E_HOMO in eV: -10.52
Orbital gap in Ha: 0.4163
E_LUMO in eV: 0.80
SMILES: COC(=O)[C@@H](C)O

Atom charges from the Löwdin analysis, given in e for atoms 1 to 5: atom 1 (C): -0.03, atom 2 (O): -0.04, atom 3 (C): -0.47, atom 4 (O): 0.12, atom 5 (C): -0.35

=====

DFT total energy values, unit a.u., following the record order: -2773.871484 -953.963016 -252.917188 -1107.754816 -380.491078 -590.969769 -1019.403641 -952.506496 -378.854364 -229.642820 -2290.121903 -382.935354.